Density functional theory data (wB97M-V/def2-TZVPD) for C10H10O in the gas phase.

Last column: Mulliken charge in e.
CARTESIAN COORDINATES (ANGSTROEM)
1 C -2.8347 -1.3884 0.5471  -0.807
2 C -2.1957 -0.3807 -0.0782  -0.211
3 C -2.0089 0.5051 -1.2725  -0.583
4 C -1.1594 0.6253 0.0290  0.788
5 O -1.4656 1.6620 0.9657  -0.581
6 C 0.3296 0.2932 -0.0522  0.178
7 C 0.8877 -0.9550 -0.3800  0.082
8 C 2.2372 -1.2463 -0.4294  -0.688
9 C 3.1268 -0.2005 -0.0469  -0.568
10 C 2.5936 1.0134 0.3128  -0.316
11 C 1.2793 1.2930 0.3098  -0.531
12 H -2.7115 -1.4672 1.5879  0.297
13 H -3.7083 -1.8759 0.0382  0.241
14 H -1.3918 -0.0060 -2.1120  0.220
15 H -2.6809 1.3135 -1.5203  0.313
16 H -1.3005 1.2662 1.8760  0.376
17 H 0.0672 -1.7830 -0.6976  0.116
18 H 2.5620 -2.1920 -0.7290  0.474
19 H 4.0821 -0.4853 0.3004  0.350
20 H 3.2416 1.7704 0.7716  0.302
21 H 1.0502 2.2381 0.5795  0.548

Forces on atoms 1 to 3 (eV/Å):
C -0.84 1.82 -2.56
C -0.77 -1.45 -0.26
C 1.76 -1.50 -0.04

Output
SMILES string: C=C1C[C@]1(O)c1ccccc1
Gap between HOMO and LUMO, eV: 9.7
HOMO energy, eV: -8.89
Energy above the lowest of the compared OMol25 structures with the same formula, charge and spin, kcal/mol: 84.2

***

Density functional theory data (wB97M-V/def2-TZVPD) for C10H10O in the gas phase.

Last column: Mulliken charge in e.
CARTESIAN COORDINATES (ANGSTROEM)
1 C -0.9165 -2.4062 1.4831  -0.501
2 C -0.1062 -3.0148 0.5510  -0.205
3 C -1.0349 -1.0261 1.5368  -0.847
4 C 0.5715 -2.3530 -0.3812  -0.762
5 C -0.3777 -0.3032 0.5070  0.309
6 C 0.4066 -0.9444 -0.4557  0.976
7 C 0.9797 1.7757 0.5382  -0.604
8 C -0.3986 1.2090 0.4830  -0.563
9 C 0.3389 1.6848 -0.7474  0.834
10 C 0.0346 2.5050 -1.9101  -1.313
11 O 0.9677 -0.3022 -1.4461  -0.742
12 H -1.4983 -2.8965 2.3489  0.238
13 H 0.0277 -4.1177 0.6164  0.285
14 H -1.7982 -0.5721 1.9891  0.417
15 H 1.0603 -2.9438 -1.1012  0.423
16 H 1.2163 2.6735 1.1136  0.322
17 H 1.8357 0.9210 0.6001  0.224
18 H -1.2227 1.7417 0.9448  0.494
19 H -0.2410 3.4856 -1.5361  0.379
20 H -0.7189 2.1440 -2.5764  0.307
21 H 0.8740 2.7395 -2.5578  0.329

Forces on atoms 1 to 3 (eV/Å):
C -1.74 0.37 3.17
C -0.62 -3.05 2.09
C 2.93 -1.64 -4.57

Output
Gap between HOMO and LUMO (alpha / beta), eV: 7.1 / 7.1
HOMO energy (alpha / beta), eV: -7.50 / -7.50
Energy above the lowest of the compared OMol25 structures with the same formula, charge and spin, kcal/mol: 108.7

***

Density functional theory data (wB97M-V/def2-TZVPD) for C10H10O in the gas phase.

Last column: Mulliken charge in e.
CARTESIAN COORDINATES (ANGSTROEM)
1 O -1.4610 -0.1457 -2.1635  -0.535
2 C -0.8067 0.3226 -1.0720  0.736
3 C -0.8138 1.8768 -0.6569  -0.812
4 C -1.5454 1.6293 0.6364  -0.719
5 C -1.4162 0.1039 0.4152  -0.259
6 C -0.1409 -0.6096 0.6710  0.327
7 C 0.5623 -1.3849 1.5908  -0.719
8 C 1.8817 -1.7084 1.2497  -0.413
9 C 2.4623 -1.3446 -0.0104  -0.274
10 C 1.8002 -0.5917 -0.9423  -0.924
11 C 0.4975 -0.3204 -0.5689  0.057
12 H -2.2815 -0.4546 -1.8115  0.437
13 H -1.1915 2.5420 -1.3823  0.448
14 H 0.2269 2.1655 -0.4446  0.216
15 H -1.0796 2.0921 1.5452  0.290
16 H -2.5202 2.1279 0.5100  0.244
17 H -2.4207 -0.5358 0.2685  0.380
18 H 0.0663 -1.5772 2.5007  0.476
19 H 2.6113 -2.1663 1.9589  0.314
20 H 3.4801 -1.6485 -0.3135  0.342
21 H 2.0888 -0.3724 -1.9805  0.387

Forces on atoms 1 to 3 (eV/Å):
O 0.26 0.10 -1.03
C 1.09 2.40 2.90
C 2.51 -0.87 -0.56

Output
SMILES string: O[C@@]12CC[C@@H]1c1ccccc12
Gap between HOMO and LUMO, eV: 9.5
HOMO energy, eV: -8.65
Energy above the lowest of the compared OMol25 structures with the same formula, charge and spin, kcal/mol: 82.2

***

Density functional theory data (wB97M-V/def2-TZVPD) for 2 unconnected molecules or ions with the total composition C10H10O3S2.

Last column: Mulliken charge in e.
CARTESIAN COORDINATES (ANGSTROEM)
1 C 0.1274 -1.8767 1.4904  0.108
2 C 0.5401 3.1919 -0.2442  -0.408
3 C 0.1537 -2.7326 0.1934  -0.206
4 C -0.4134 3.1569 -1.2834  -0.298
5 C -1.1228 -0.9997 1.4519  -0.616
6 C 1.4350 2.2208 -0.1007  -0.175
7 C -0.6120 -2.4841 -0.8422  -0.296
8 C -0.3973 2.0114 -2.0695  -0.282
9 C -1.5404 -0.5755 0.0504  0.536
10 C 1.3697 1.0172 -0.9432  0.163
11 O -1.3786 -1.4232 -1.0037  -0.316
12 O 0.5013 1.0688 -1.9559  -0.282
13 O -1.8961 0.5363 -0.2494  -0.533
14 S 0.2582 -2.9098 3.1181  -0.211
15 S 2.4325 -0.2038 -0.8658  -0.205
16 H 0.9357 -1.1438 1.4234  0.163
17 H 0.6707 4.2067 0.3098  0.239
18 H 0.8566 -3.6663 0.1840  0.223
19 H -1.1286 3.8012 -1.5759  0.538
20 H -2.0498 -1.4943 1.7826  0.379
21 H 2.2611 2.3370 0.6761  0.321
22 H -0.6523 -3.1095 -1.7814  0.353
23 H -1.0607 1.8761 -2.9127  0.388
24 H 1.6934 -2.7986 3.1305  0.177
25 H -0.9834 -0.0065 2.0173  0.243

Forces on atoms 1 to 3 (eV/Å):
C -0.22 -0.55 -0.86
C -2.43 6.38 0.56
C 1.88 -2.04 2.12

Output
Gap between HOMO and LUMO (alpha / beta), eV: 6.2 / 6.2
HOMO energy (alpha / beta), eV: -5.64 / -8.89
Energy above the lowest of the compared OMol25 structures with the same formula, charge and spin, kcal/mol: 16.0
Spin multiplicity: 3

***

Density functional theory data (wB97M-V/def2-TZVPD) for C10H11 in the gas phase.

Last column: Mulliken charge in e.
CARTESIAN COORDINATES (ANGSTROEM)
1 C 0.7281 1.1929 -2.9692  -0.860
2 C 0.9371 1.1310 -1.6473  0.047
3 C 0.0857 1.9345 -0.7059  -0.781
4 C 0.1969 1.4469 0.7606  -0.827
5 C -0.1473 -0.0026 0.9082  0.895
6 C -0.9846 -0.5788 -0.0016  0.071
7 C -1.4440 -1.8517 0.0553  -0.945
8 C -0.9031 -2.6868 1.0898  -0.274
9 C -0.0023 -2.1613 2.0221  -0.523
10 C 0.3554 -0.8116 1.9653  -0.506
11 H 1.3247 0.6267 -3.6821  0.273
12 H -0.0641 1.8445 -3.3436  0.250
13 H 1.7050 0.4977 -1.1817  0.310
14 H 0.3826 2.9944 -0.7443  0.432
15 H -0.9607 1.8725 -1.0362  0.347
16 H 1.2129 1.6346 1.1343  0.343
17 H -0.4893 2.0599 1.3668  0.325
18 H -2.1780 -2.2519 -0.6394  0.378
19 H -1.2025 -3.7334 1.1501  0.349
20 H 0.4199 -2.7981 2.8024  0.342
21 H 1.0274 -0.3596 2.6965  0.355

Forces on atoms 1 to 3 (eV/Å):
C 0.39 -0.20 0.75
C -0.16 0.03 -0.79
C 0.04 0.08 0.69

Output
Gap between HOMO and LUMO (alpha / beta), eV: 10.0 / 8.7
HOMO energy (alpha / beta), eV: -8.95 / -9.01
Energy above the lowest of the compared OMol25 structures with the same formula, charge and spin, kcal/mol: 12.4
Spin multiplicity: 2

***

Density functional theory data (wB97M-V/def2-TZVPD) for a molecular structure, C10H11AsCl6IrO2.

Last column: Mulliken charge in e.
CARTESIAN COORDINATES (ANGSTROEM)
1 Ir -0.3069 -0.5153 1.2039  1.461
2 Cl 3.4228 -3.9213 -3.5098  -0.079
3 C 2.1852 -3.2799 -2.5604  0.413
4 C 0.8413 -3.8263 -2.6987  0.526
5 Cl 0.5913 -5.0756 -3.7998  -0.077
6 C -0.2125 -3.3456 -1.9551  -0.107
7 Cl -1.7963 -3.9548 -2.0815  -0.129
8 C 0.0319 -2.2963 -1.0455  0.592
9 O -0.8766 -1.7683 -0.3110  -0.864
10 C 1.3886 -1.7573 -0.8876  0.537
11 O 1.5054 -0.8018 -0.0447  -1.006
12 C 2.4521 -2.2651 -1.6781  -0.148
13 Cl 3.9940 -1.5774 -1.4744  -0.123
14 C -2.4897 1.9673 0.1839  -0.975
15 As -0.6002 1.6137 0.2873  0.221
16 C 0.1463 1.7271 -1.4782  -1.048
17 C 0.2355 3.0145 1.3137  -1.023
18 H -2.6464 2.9661 -0.2251  0.424
19 H -2.9290 1.9186 1.1794  0.366
20 H -2.9583 1.2324 -0.4684  0.389
21 H 0.0389 2.7540 -1.8290  0.454
22 H -0.3901 1.0598 -2.1507  0.375
23 H 1.2013 1.4642 -1.4350  0.360
24 H 0.1317 3.9493 0.7629  0.436
25 H 1.2906 2.7834 1.4464  0.396
26 H -0.2474 3.1187 2.2831  0.362
27 Cl 0.4433 0.3585 3.1648  -0.091
28 C -0.9937 0.9450 4.2239  -0.155
29 Cl -0.3896 2.0748 5.3680  -0.014
30 H -1.3720 0.0422 4.6906  0.398
31 H -1.6915 1.3954 3.5248  0.127

Forces on atoms 1 to 3 (eV/Å):
Ir 1.93 -2.32 -3.62
Cl 0.02 0.04 0.05
C -0.26 -0.28 -0.23

Output
Net charge: +2
Gap between HOMO and LUMO (alpha / beta), eV: 4.7 / 4.8
HOMO energy (alpha / beta), eV: -14.72 / -14.81
Energy above the lowest of the compared OMol25 structures with the same formula, charge and spin, kcal/mol: 21.2
Spin multiplicity: 2

***

Which F_max belongs to each record? In order, 0.0827, 0.1102, 0.0850, 0.1333, 0.0343, 0.0917 hartree/bohr.